ORCA calculation (the ωB97M-V functional and the def2-TZVPD basis) on a molecular structure, C33H32Cl3F3N3O2ReSi2.

Last column: Mulliken charge in e.
Positions of all 79 atoms, in Å:
Re (-1.368, -0.156, -0.764)  2.0580
C (-1.177, -0.563, 1.229)  -0.8399
Si (0.578, -0.588, 1.932)  -0.3565
C (1.569, -0.015, 0.420)  -1.2503
N (0.994, -0.573, -0.836)  0.7544
C (1.280, -2.049, -0.872)  -0.4386
C (1.487, -2.554, -2.289)  -0.7758
C (2.775, -1.958, -2.873)  -0.8286
C (2.967, -0.512, -2.381)  -0.9107
C (1.619, 0.091, -2.020)  -1.0248
C (1.046, -2.273, 2.576)  0.7367
C (0.269, -3.414, 2.376)  -0.0835
C (0.677, -4.651, 2.854)  -0.8734
C (1.875, -4.765, 3.544)  -0.5394
C (2.658, -3.640, 3.764)  -0.7315
C (2.243, -2.405, 3.288)  -0.6497
C (0.772, 0.699, 3.270)  0.3403
C (1.732, 1.711, 3.212)  -0.0453
C (1.824, 2.669, 4.214)  -0.7899
C (0.947, 2.634, 5.288)  -0.4994
C (-0.012, 1.632, 5.367)  -0.8067
C (-0.092, 0.671, 4.370)  -0.0634
H (-1.967, -0.298, 1.933)  0.8521
H (-1.468, -1.582, 0.850)  0.1138
H (2.641, -0.236, 0.481)  0.7427
H (1.468, 1.073, 0.377)  0.6855
H (0.471, -2.576, -0.369)  -0.0897
H (2.189, -2.240, -0.292)  0.7154
H (0.625, -2.294, -2.906)  0.0359
H (1.535, -3.643, -2.272)  0.5533
H (2.736, -1.988, -3.962)  0.3980
H (3.630, -2.565, -2.574)  0.3763
H (3.442, 0.104, -3.146)  0.4631
H (3.629, -0.483, -1.514)  0.2559
H (0.948, -0.014, -2.874)  0.3342
H (1.691, 1.156, -1.792)  0.5307
H (-0.676, -3.354, 1.846)  0.3637
H (0.057, -5.524, 2.692)  0.4513
H (2.195, -5.728, 3.920)  0.3973
H (3.587, -3.724, 4.312)  0.4255
H (2.856, -1.531, 3.483)  0.3521
H (2.430, 1.759, 2.383)  0.3672
H (2.584, 3.438, 4.159)  0.4394
H (1.017, 3.379, 6.070)  0.4129
H (-0.690, 1.594, 6.209)  0.4441
H (-0.838, -0.113, 4.455)  0.4754
C (-1.550, 1.371, -4.880)  -1.1474
C (-1.577, 0.562, -3.744)  -0.0594
N (-1.356, 1.055, -2.526)  0.5810
C (-1.123, 2.382, -2.404)  -0.1790
C (-1.082, 3.259, -3.488)  1.0449
C (-1.299, 2.716, -4.764)  -0.8919
C (-0.851, 4.651, -3.231)  -1.0145
C (-0.712, 5.108, -1.968)  -0.9725
C (-0.788, 4.217, -0.844)  1.3179
C (-0.727, 4.641, 0.492)  -1.1163
C (-0.878, 3.709, 1.486)  -1.2069
C (-1.062, 2.366, 1.156)  -0.6425
N (-1.076, 1.917, -0.095)  0.7772
C (-0.968, 2.853, -1.078)  -0.7203
H (-1.738, 0.915, -5.841)  0.5530
H (-1.783, -0.497, -3.825)  0.2891
H (-1.278, 3.357, -5.636)  0.4700
H (-0.811, 5.331, -4.071)  0.4544
H (-0.558, 6.162, -1.777)  0.4672
H (-0.586, 5.689, 0.723)  0.4748
H (-0.860, 3.981, 2.531)  0.5593
H (-1.204, 1.647, 1.944)  0.8765
F (-3.329, -4.770, -2.271)  -0.2572
C (-2.718, -3.848, -1.556)  0.6547
F (-1.668, -4.407, -0.927)  -0.2510
F (-3.552, -3.393, -0.613)  -0.2500
C (-2.235, -2.669, -2.432)  -0.1937
O (-2.422, -2.603, -3.608)  -0.5230
O (-1.530, -1.816, -1.711)  -0.0172
Cl (-4.261, 2.282, -0.566)  -0.3212
Si (-3.754, 0.264, -0.553)  0.3556
Cl (-4.744, -0.531, -2.189)  -0.2719
Cl (-4.673, -0.501, 1.128)  -0.3180

Values from the calculation:
**HOMO (spin up / spin down)**: -11.556 / -11.265 eV
**Calculated total energy**: -106912.9522 eV
**Charge**: +1
**Kohn-Sham gap (spin up / spin down)**: 7.84 / 7.16 eV
**Expectation value of S²**: 0.757
**Multiplicity**: 2
**Largest force on an atom**: 0.2 eV/Å